This record from the Open Molecules 2025 dataset describes 2 unconnected molecules or ions with the total composition C8H11Cl2N4O3P. The level of theory is ωB97M-V/def2-TZVPD.

Net charge: 0
DFT total energy in Eh: -2017.954690
Kohn-Sham gap in eV: 9.47
HOMO in Eh: -0.3401
Structure (SMILES): C/C(Cl)=C(/Cl)[C@](C#N)(CC#N)P(O)O.NC(N)=O

The geometry in XYZ format:
```
29
C8H11Cl2N4O3P | the Open Molecules 2025 dataset | ωB97M-V/def2-TZVPD
C 0.88 -0.49 0.21
C 0.63 -1.12 1.55
Cl 2.08 -1.69 2.31
C -0.55 -1.30 2.14
Cl -0.63 -2.13 3.66
C -1.89 -0.81 1.57
C -2.92 -0.90 2.62
N -3.74 -1.02 3.42
C -2.45 -1.69 0.39
C -1.49 -2.64 -0.18
N -0.72 -3.33 -0.67
P -1.86 1.11 1.24
O -1.59 1.22 -0.37
O -3.47 1.42 1.29
H 1.76 -0.95 -0.22
H 0.06 -0.64 -0.48
H 1.08 0.58 0.31
H -2.86 -1.08 -0.42
H -3.29 -2.28 0.76
H -1.66 0.41 -0.89
H -3.93 1.08 0.52
N 4.08 1.34 -1.75
C 2.86 1.78 -2.20
N 2.89 2.90 -2.97
O 1.82 1.20 -1.93
H 4.94 1.80 -1.96
H 4.09 0.52 -1.18
H 2.02 3.25 -3.32
H 3.74 3.39 -3.21
```

This record from the Open Molecules 2025 dataset describes 2 unconnected molecules or ions with the total composition H4NP at a distorted geometry. The level of theory is ωB97M-V/def2-TZVPD.

Net charge: 0
DFT total energy in Eh: -398.379526
Kohn-Sham gap (alpha / beta) in eV: 9.00 / 7.54
HOMO (alpha / beta) in Eh: -0.3363 / -0.2837

The geometry in XYZ format:
```
6
H4NP | the Open Molecules 2025 dataset | ωB97M-V/def2-TZVPD
N 0.17 1.07 0.13
P -0.98 -0.10 0.43
H 0.41 1.70 0.88
H 0.91 0.95 -0.55
H 0.05 -2.42 0.50
H -1.05 -0.52 -0.92
```

This record from the Open Molecules 2025 dataset describes a molecular structure, C46H49AsCoIN12S. The level of theory is ωB97M-V/def2-TZVPD.

Net charge: +1
DFT total energy in Eh: -6753.614486
Kohn-Sham gap (alpha / beta) in eV: 6.44 / 6.63
HOMO (alpha / beta) in Eh: -0.3218 / -0.3219
Multiplicity: 2

The geometry in XYZ format:
```
111
C46H49AsCoIN12S | the Open Molecules 2025 dataset | ωB97M-V/def2-TZVPD
Co 0.89 -0.25 1.29
N 4.97 1.16 1.66
C 5.25 -0.13 1.27
C 4.04 -0.74 1.13
N 3.03 0.14 1.43
C 3.62 1.29 1.74
C 2.96 2.54 2.07
N 1.68 2.64 2.35
C 1.43 3.98 2.51
C 2.58 4.69 2.34
N 3.55 3.76 2.06
H 5.66 1.86 1.87
H 6.25 -0.48 1.12
H 3.86 -1.75 0.83
H 0.45 4.34 2.76
H 2.79 5.75 2.39
H 4.51 3.98 1.86
N -0.88 -1.77 1.91
N -0.78 -3.16 1.85
C 0.34 -3.73 1.34
N 0.26 -5.04 1.09
S 1.75 -2.89 1.08
H -1.33 -1.50 2.78
H -1.41 -1.41 1.13
H -1.63 -3.70 1.83
H -0.57 -5.59 1.24
H 1.09 -5.50 0.73
N -6.06 6.58 6.28
C -5.49 5.86 5.59
C -4.78 4.98 4.72
C -3.52 4.50 5.08
C -2.82 3.68 4.22
C -3.38 3.32 3.00
C -4.65 3.76 2.65
C -5.34 4.60 3.50
N -2.65 2.49 2.10
C -2.71 2.51 0.72
C -1.82 1.58 0.29
N -1.21 0.98 1.37
C -1.74 1.55 2.44
H -3.08 4.79 6.03
H -1.83 3.32 4.49
H -5.10 3.45 1.71
H -6.33 4.96 3.23
H -3.34 3.19 0.18
H -1.61 1.30 -0.72
H -1.54 1.28 3.46
I -0.04 1.98 6.98
C 0.63 0.38 5.78
C 1.02 -0.82 6.35
C 1.43 -1.83 5.48
C 1.43 -1.59 4.12
N 1.05 -0.43 3.58
C 0.67 0.55 4.41
H 1.01 -0.97 7.42
H 1.75 -2.78 5.87
H 1.74 -2.36 3.42
H 0.43 1.49 3.96
C 3.98 -5.14 -4.90
C 3.06 -4.30 -4.06
C 3.48 -3.11 -3.49
C 2.65 -2.31 -2.70
C 3.30 -1.08 -2.12
C 1.32 -2.70 -2.50
As -0.08 -1.82 -1.38
N 0.58 -0.23 -0.70
C 0.79 0.94 -1.40
C 0.61 1.10 -2.78
C 0.78 2.32 -3.41
C 1.19 3.44 -2.70
C 1.44 3.30 -1.34
C 1.25 2.09 -0.71
C -1.54 -1.28 -2.70
C -2.75 -0.92 -2.08
C -3.09 -1.25 -0.64
C -3.73 -0.23 -2.79
C -3.58 0.07 -4.13
C -4.59 0.90 -4.86
C -2.46 -0.45 -4.77
C -1.46 -1.13 -4.10
C -0.36 -1.71 -4.94
C 0.90 -3.94 -3.03
C -0.48 -4.51 -2.80
C 1.76 -4.70 -3.80
H 4.97 -4.69 -4.96
H 3.59 -5.24 -5.91
H 4.08 -6.14 -4.48
H 4.50 -2.78 -3.65
H 4.38 -1.22 -2.06
H 2.93 -0.87 -1.12
H 3.11 -0.20 -2.74
H 0.34 0.25 -3.37
H 0.60 2.39 -4.48
H 1.32 4.40 -3.19
H 1.78 4.15 -0.76
H 1.41 1.99 0.35
H -2.59 -2.16 -0.32
H -4.17 -1.41 -0.56
H -2.83 -0.41 0.02
H -4.63 0.08 -2.27
H -5.26 1.40 -4.17
H -5.19 0.28 -5.53
H -4.10 1.66 -5.47
H -2.36 -0.30 -5.84
H -0.34 -1.24 -5.92
H -0.54 -2.78 -5.09
H 0.63 -1.61 -4.51
H -1.17 -3.80 -2.36
H -0.42 -5.38 -2.14
H -0.91 -4.85 -3.75
H 1.40 -5.64 -4.22
```

This record from the Open Molecules 2025 dataset describes a single C4H5N molecule at a distorted geometry. The level of theory is ωB97M-V/def2-TZVPD.

Net charge: 0
DFT total energy in Eh: -210.048783
Kohn-Sham gap in eV: 9.32
HOMO in Eh: -0.3118
Structure (SMILES): C=CC=C=N

The geometry in XYZ format:
```
10
C4H5N | the Open Molecules 2025 dataset | ωB97M-V/def2-TZVPD
C -2.19 -0.03 0.15
C -0.84 0.22 -0.17
C 0.57 -0.09 0.35
C 1.91 0.05 0.13
N 3.09 0.27 0.00
H -2.68 -0.55 1.04
H -2.94 0.46 -0.59
H -0.89 0.76 -1.10
H 0.55 -0.97 1.02
H 3.42 -0.13 -0.85
```